DFT (ωB97M-V/def2-TZVPD) results for C5H9N3 as an isolated structure in a non-equilibrium geometry.

Its frontier orbital gap is 9.168 eV. The value obtained for the HOMO energy is -0.311 Ha. As for the strongest force on any atom: 8.64 eV/Å. The calculation puts the relative energy (zero: lowest compared OMol25 entry of this formula, charge and spin) at 160.2 kcal/mol. The value obtained for the LUMO energy is 0.7 eV.

Structure (ORCA input):
```
! wB97M-V def2-TZVPD RIJCOSX def2/J DEFGRID3
* xyz 0 1
C -2.161 -0.821 0.015
C 0.245 1.706 -0.131
C 1.064 0.707 0.691
C 1.369 -0.739 0.290
C 0.038 -0.395 0.874
H -2.451 -0.843 1.311
H -2.202 -2.057 -0.185
H -2.789 0.084 -0.775
H 0.517 2.679 -0.741
H 1.858 1.209 1.421
H 2.110 -1.093 1.045
H 0.530 -1.380 -1.348
H 1.468 -0.073 -1.755
H -0.416 -0.711 1.836
N -0.880 -0.161 -0.103
N -0.918 1.201 -0.527
N 1.519 -1.122 -0.976
*
```